(1)
The following is a DFT calculation (ωB97M-V with the def2-TZVPD basis set) of the molecule C11H16FO4P in a non-equilibrium geometry.

```
33
C11H16FO4P, DFT ωB97M-V with the def2-TZVPD basis set
C 1.58 3.47 0.47
C 0.44 2.50 -0.04
C -0.54 2.09 0.97
C -1.60 1.16 0.59
C -1.63 0.70 -0.80
C -2.77 -0.35 -1.15
O -3.05 -1.11 0.06
P -1.92 -2.29 0.34
O -1.77 -3.26 -0.77
O -2.54 -3.14 1.63
O -0.47 -1.71 0.86
C 0.58 -1.84 -0.13
C 1.83 -0.96 0.20
C 3.03 -1.76 0.82
F 2.32 -0.42 -1.03
C -0.67 1.12 -1.81
C 0.39 2.06 -1.42
H 1.23 4.05 1.36
H 2.42 2.82 0.82
H 1.98 4.11 -0.35
H -0.48 2.47 2.01
H -2.32 0.85 1.37
H -2.35 -1.07 -1.90
H -3.69 0.16 -1.54
H -3.05 -2.52 2.19
H 0.18 -1.49 -1.12
H 0.90 -2.91 -0.29
H 1.49 -0.15 0.90
H 3.47 -2.37 -0.02
H 2.75 -2.37 1.71
H 3.82 -0.99 1.08
H -0.71 0.74 -2.86
H 1.14 2.38 -2.17
```

## Properties
Orbital gap (eV): 9.55
LUMO (eV): 0.6
SMILES: Cc1ccc(CO[P@](=O)(O)OC[C@@H](C)F)cc1
Highest occupied orbital energy (eV): -9.0
Energy (Ha): -1170.98810
ΔE to the lowest compared entry with this formula, charge and spin (kJ/mol): 0.00
Total charge: 0

Results of the Löwdin charge analysis, in e, for atoms 1 through 4:
1. C -0.069
2. C -0.255
3. C -0.039
4. C -0.030



(2)
The following is a DFT calculation (ωB97M-V with the def2-TZVPD basis set) of a structure of composition C22H38Br18O8S4 in a non-equilibrium geometry.

```
90
C22H38Br18O8S4, DFT ωB97M-V with the def2-TZVPD basis set
C 15.63 12.21 34.72
Br 13.94 12.84 35.40
Br 15.82 10.26 34.62
Br 17.02 13.02 35.83
H 15.80 12.67 33.75
C 13.39 10.91 30.61
Br 14.94 11.69 29.85
Br 12.69 9.46 29.46
Br 11.94 12.17 30.84
H 13.63 10.46 31.57
C 13.95 5.29 26.40
Br 14.45 4.67 24.57
Br 12.58 4.19 27.20
Br 13.62 7.22 26.26
H 14.82 5.19 27.04
C 16.91 11.11 27.45
Br 18.34 11.61 26.12
Br 17.56 10.96 29.29
Br 16.10 9.38 26.91
H 16.23 11.95 27.41
C 18.48 7.26 34.18
Br 18.28 7.76 32.29
Br 19.11 8.77 35.29
Br 19.49 5.64 34.38
H 17.49 7.03 34.55
C 10.35 3.64 34.01
Br 8.58 3.26 33.32
Br 11.65 3.56 32.60
Br 10.96 2.66 35.57
H 10.32 4.69 34.28
C 9.09 6.77 31.02
C 10.62 6.80 31.18
C 11.08 5.87 30.06
S 10.07 6.35 28.60
O 9.40 5.21 28.06
O 10.87 7.18 27.72
C 8.88 7.36 29.61
H 8.54 7.37 31.75
H 8.59 5.80 31.04
H 10.93 6.57 32.20
H 11.14 7.73 30.97
H 10.69 4.86 30.22
H 12.13 5.94 29.82
H 7.83 7.35 29.32
H 9.27 8.37 29.47
C 14.19 7.23 38.22
C 14.90 7.48 36.88
C 15.37 6.14 36.35
S 13.84 5.09 36.53
O 14.25 3.74 36.94
O 12.79 5.37 35.55
C 13.24 6.01 38.01
H 13.61 8.06 38.62
H 14.97 7.01 38.95
H 15.79 8.08 37.08
H 14.26 8.05 36.20
H 16.13 5.71 37.00
H 15.66 5.95 35.31
H 13.35 5.32 38.84
H 12.18 6.23 37.97
C 16.01 1.93 35.82
C 14.87 1.77 34.84
C 15.43 2.11 33.46
S 16.64 3.47 33.76
O 15.96 4.76 33.60
O 17.90 3.14 33.10
C 16.80 3.22 35.56
H 16.66 1.05 35.86
H 15.64 1.95 36.84
H 14.09 2.46 35.16
H 14.42 0.78 34.77
H 14.85 2.53 32.65
H 16.15 1.32 33.24
H 16.37 4.13 35.95
H 17.84 3.16 35.86
C 13.96 6.60 30.16
C 15.17 7.51 30.25
C 14.78 8.68 31.16
S 13.82 7.95 32.50
O 12.55 8.63 32.66
O 14.72 7.71 33.62
C 13.55 6.28 31.60
H 14.07 5.68 29.60
H 13.15 7.19 29.72
H 15.41 7.83 29.23
H 16.08 7.06 30.64
H 14.06 9.25 30.58
H 15.61 9.32 31.46
H 12.54 6.02 31.90
H 14.23 5.65 32.17
```

## Properties
Orbital gap (eV): 9.17
LUMO (eV): -0.5
Highest occupied orbital energy (eV): -9.7
Energy (Ha): -49387.72963
ΔE to the lowest compared entry with this formula, charge and spin (kJ/mol): 130.33
Total charge: 0

Results of the Löwdin charge analysis, in e, for atoms 1 through 4:
1. C -1.565
2. Br 0.577
3. Br 0.650
4. Br 0.535